1.
Formula: C7H14O2S
Source: OMol25
Level of theory: ωB97M-V/def2-TZVPD

The molar mass comes out at 162.3 g/mol. The charge is 0. For the HOMO energy, the calculation gives -8.941 eV. As for the SMILES: C=[S@@H](=O)O.C=CCC(=C)C.

XYZ file:
```
24
C7H14O2S (ωB97M-V/def2-TZVPD)
C -1.986 0.411 0.526
S -2.881 -0.560 -0.490
O -2.976 -0.188 -1.886
O -2.283 -2.078 -0.345
H -2.320 0.131 1.634
H -2.366 1.491 0.432
H -4.035 -1.223 0.049
H -1.458 -2.039 -0.774
C 1.626 -0.581 -2.553
C 1.154 -0.311 -1.326
C 1.838 -0.205 -0.001
C 1.302 0.761 0.975
C 1.247 1.984 0.519
C 0.710 0.268 2.226
H 0.975 -0.647 -3.406
H 2.609 -0.514 -2.990
H 0.046 -0.375 -1.201
H 2.850 -0.158 -0.177
H 1.728 -1.213 0.430
H 1.655 2.249 -0.404
H 0.888 2.820 1.031
H -0.084 -0.557 1.909
H 0.132 0.784 2.989
H 1.627 -0.249 2.835
```



2.
Formula: CH3N3P2
Source: OMol25
Level of theory: ωB97M-V/def2-TZVPD

The molar mass comes out at 119.0 g/mol. The charge is 0. For the HOMO energy, the calculation gives -9.529 eV.

XYZ file:
```
9
CH3N3P2 (ωB97M-V/def2-TZVPD)
C -0.887 1.164 -0.329
N -2.068 0.658 -0.415
N -2.135 -0.602 0.024
N -1.091 -1.074 0.531
P 0.172 0.026 0.606
P 1.674 -1.090 -0.453
H -0.684 2.193 -0.563
H 2.579 -1.342 1.263
H 2.441 0.068 -0.664
```



3.
Formula: C20H19NO7S3SrTe
Source: OMol25
Level of theory: ωB97M-V/def2-TZVPD

The molar mass comes out at 696.8 g/mol. The charge is -2. For the HOMO energy (spin up / spin down), the calculation gives 0.753 / 1.066 eV.

XYZ file:
```
52
C20H19NO7S3SrTe (ωB97M-V/def2-TZVPD)
Sr 0.378 1.911 0.284
O 0.062 1.567 -3.345
C 0.053 1.755 -1.948
O 0.924 2.558 -1.529
C -1.323 1.582 -1.424
C -2.328 1.524 -2.398
C -3.564 0.990 -2.103
C -3.746 0.424 -0.825
C -2.749 0.495 0.116
N -1.538 1.151 -0.094
C -2.928 -0.642 1.156
O -3.718 -0.546 2.104
O -2.234 -1.644 0.821
H 1.008 1.470 -3.531
H -2.068 1.876 -3.383
H -4.355 0.957 -2.843
H -4.644 -0.124 -0.572
C 1.458 -2.139 1.463
C 1.328 -0.764 2.040
C 0.084 -0.116 2.009
C -0.100 1.065 2.717
C -1.426 1.724 2.995
C 1.046 1.735 3.140
C 2.332 1.237 2.898
C 3.412 2.290 2.746
C 2.456 -0.081 2.490
H 1.622 -2.881 2.253
H 2.299 -2.198 0.774
H 0.555 -2.432 0.937
H -0.767 -0.693 1.699
H -1.475 2.589 2.302
H -1.410 2.068 4.028
H -2.250 1.034 2.837
H 0.919 2.777 3.438
H 3.118 2.786 1.815
H 4.411 1.865 2.683
H 3.354 3.030 3.544
H 3.425 -0.541 2.339
Te 0.040 -0.392 -0.946
C -1.284 -1.471 -2.161
C -1.006 -2.759 -1.690
C -0.376 -3.616 -2.620
C -0.032 -2.952 -3.769
S -0.495 -1.307 -3.714
H -1.262 -3.054 -0.684
H -0.122 -4.650 -2.425
H 0.533 -3.326 -4.612
O 2.242 -0.308 -3.216
S 2.511 -0.940 -1.937
O 3.859 -1.442 -1.773
O 1.511 -1.984 -1.557
S 2.258 0.542 -0.530
```